Computed, not measured: a 7-piece molecular cluster, C34H65N7 overall, with wB97M-V/def2-TZVPD.

Geometry as XYZ:
```
106
Properties=species:S:1:pos:R:3:forces:R:3
C 21.633 25.508 17.521 0.4862 0.5470 0.2315
C 20.483 25.389 18.501 -0.4740 0.6806 -0.2367
N 20.360 24.110 19.181 0.8207 0.4862 0.3665
C 21.581 23.827 20.022 -1.2819 -1.2608 -0.7957
C 21.816 24.762 21.154 0.6229 1.3293 0.2605
C 20.073 23.095 18.156 0.4204 0.0600 0.3926
C 19.500 21.850 18.780 -0.4428 -0.0565 -0.2535
H 21.630 26.524 17.127 -0.1443 -0.0795 -0.3944
H 21.617 24.772 16.717 -0.0415 0.1856 -0.0108
H 22.591 25.452 18.037 0.1040 -0.2708 0.0117
H 20.501 26.242 19.179 0.3446 -0.2289 0.5079
H 19.551 25.580 17.969 -0.1706 -0.2580 -0.1631
H 21.372 22.873 20.507 0.2340 -0.3845 -0.4442
H 22.470 23.747 19.397 0.1145 -0.2741 -0.0485
H 22.519 25.545 20.868 -0.2685 0.4254 -0.1297
H 20.892 25.220 21.506 0.0467 -0.0142 0.1626
H 22.355 24.289 21.976 -0.3192 -0.2990 0.0855
H 20.929 22.890 17.512 0.4857 -0.2750 0.1758
H 19.366 23.538 17.454 -0.3208 -0.0117 0.1799
H 19.384 21.078 18.019 -0.0252 -0.1251 0.1200
H 18.516 22.117 19.166 -0.0256 -0.3071 0.0243
H 20.086 21.460 19.612 0.0817 -0.0245 -0.1598
C 18.100 21.620 28.542 0.1933 1.2211 -0.6920
C 18.945 22.851 28.976 -1.4900 -1.3233 1.6270
N 19.267 23.868 28.001 0.6237 -1.0589 -1.1476
C 20.081 23.264 26.895 0.6370 0.2382 0.3245
C 21.430 22.717 27.378 0.2523 0.2092 0.2180
C 18.068 24.598 27.545 0.3607 -0.2243 0.2792
C 18.431 25.734 26.654 -0.2287 1.1994 -0.9877
H 18.609 21.130 27.712 -0.2586 -0.2779 -0.0009
H 17.139 22.022 28.219 -0.2319 -0.6040 -0.1373
H 17.986 20.926 29.375 -0.0691 0.1013 -0.0721
H 18.350 23.317 29.761 -0.0566 0.4003 0.0484
H 19.705 22.340 29.567 1.2094 0.9594 -0.5052
H 19.602 22.467 26.326 -0.5291 -0.1918 0.2919
H 20.339 23.975 26.110 -0.3151 0.6035 0.3031
H 22.033 22.485 26.500 -0.0620 -0.3316 -0.0473
H 22.036 23.435 27.932 -0.2993 0.4086 0.0535
H 21.384 21.852 28.040 -0.2617 -0.2029 -0.2613
H 17.561 25.061 28.391 0.1195 -0.4871 0.4738
H 17.342 23.966 27.033 -0.1293 -0.2649 -0.0211
H 19.295 26.307 26.989 0.2672 -0.2939 -0.0864
H 17.638 26.482 26.670 -0.2793 -0.0687 -0.0065
H 18.516 25.456 25.604 0.3860 -0.0696 0.0262
C 25.465 25.267 29.685 -0.2127 0.0519 0.5839
C 26.807 25.726 29.191 0.9119 0.3337 -0.7452
N 26.681 26.882 28.258 0.9005 -1.5665 0.1176
C 26.515 28.097 28.995 -1.1918 1.9549 -0.2431
C 25.849 29.221 28.116 0.4545 -0.5836 -0.1339
C 27.761 27.055 27.267 -0.7977 0.0305 -1.0896
C 28.299 25.865 26.495 0.2603 -1.1866 0.6022
H 24.691 25.481 28.948 0.0075 -0.2883 0.0119
H 25.163 25.777 30.600 -0.0792 -0.0146 0.0085
H 25.524 24.201 29.903 -0.2945 -0.0142 0.0039
H 27.511 25.970 29.986 -0.0824 0.2597 0.5224
H 27.312 24.873 28.738 -0.1330 0.2015 -0.7191
H 25.890 27.937 29.874 -0.2968 -0.2438 -0.1520
H 27.439 28.483 29.425 0.5454 0.0191 -0.1157
H 24.978 28.854 27.573 -0.4044 -0.1700 0.5179
H 25.584 30.125 28.665 -0.0274 -0.2016 0.2031
H 26.456 29.551 27.273 0.5480 0.0495 0.2606
H 28.633 27.600 27.627 -0.0089 0.2738 0.4718
H 27.277 27.660 26.500 0.2718 0.4633 -0.0148
H 27.586 25.094 26.202 -0.4905 0.3765 -0.1369
H 29.015 25.294 27.088 0.2361 0.0814 0.1543
H 28.837 26.184 25.602 -0.1299 0.1975 0.0394
N 24.969 32.102 24.059 0.8391 1.6866 0.1726
C 25.512 32.982 24.991 0.2249 0.2526 -0.9206
C 25.118 32.573 26.243 1.7081 3.5313 -0.1454
C 24.335 31.512 26.085 -2.8145 -4.1913 -1.1433
C 24.218 31.215 24.714 -0.5680 -0.7963 1.5622
H 25.003 32.196 23.054 0.1458 0.0487 0.3260
H 26.055 33.873 24.710 0.0317 -0.2346 -0.1804
H 25.217 33.202 27.115 0.4024 -0.3525 0.1495
H 23.878 30.912 26.858 -0.1567 0.1376 -0.0412
H 23.625 30.484 24.184 0.1523 -0.0944 0.1957
N 20.878 25.928 29.205 0.3455 1.0062 -1.3447
C 21.973 26.597 28.766 0.9064 -0.7629 0.4212
C 22.567 27.158 29.873 -0.0709 1.8415 -1.2714
C 21.613 27.142 30.901 -0.1218 -1.3401 1.0280
C 20.621 26.265 30.489 -0.7097 0.3887 0.0465
H 20.334 25.393 28.543 -0.6184 -0.5406 0.5870
H 22.244 26.643 27.721 0.1449 -0.3894 0.1270
H 23.462 27.758 29.798 -0.0027 0.0673 0.2501
H 21.697 27.595 31.878 -0.0138 -0.0976 -0.0439
H 19.649 25.978 30.860 0.2739 -0.0075 0.5509
N 18.758 23.171 21.645 -1.8400 -0.2159 -0.0650
C 19.179 23.209 22.932 0.1950 -0.9296 -0.2405
C 18.187 22.658 23.687 -0.6412 0.2783 2.1836
C 17.023 22.423 22.931 1.1945 0.3963 -2.8095
C 17.422 22.722 21.606 0.8563 0.1145 1.1597
H 19.332 23.467 20.867 -0.3748 0.2511 -0.4461
H 20.197 23.476 23.176 -0.1501 0.0383 0.0716
H 18.232 22.487 24.752 0.1149 0.1355 -0.0103
H 16.037 22.075 23.199 0.2631 -0.0526 0.2080
H 16.889 22.607 20.674 0.0996 0.1739 0.0797
N 24.463 26.440 26.311 -0.3850 -0.2118 -2.1568
C 23.769 25.285 26.067 -0.2457 -0.2388 1.6540
C 23.057 25.388 24.894 0.2514 -0.7387 0.6096
C 23.426 26.600 24.329 1.6583 1.8623 -0.3511
C 24.349 27.222 25.191 -1.0166 -0.3467 -0.0924
H 25.043 26.710 27.093 0.4665 -0.5321 0.4449
H 23.785 24.528 26.837 -0.2219 -0.0939 -0.1623
H 22.361 24.667 24.493 0.1556 -0.0487 0.0510
H 23.220 26.944 23.327 -0.2547 0.0883 0.1130
H 24.938 28.127 25.145 -0.2961 0.1061 -0.2770
```
Forces are in eV/Å.

Spin multiplicity ... 1
Strongest force on any atom ... 5.18 eV/Å
Frontier orbital gap ... 8.3 eV
HOMO ... -7.53 eV
Relative energy (zero: lowest compared OMol25 entry of this formula, charge and spin) ... 0.0 kJ/mol
Total energy ... -1717.6530 hartree